# 1
{
  "formula": "C2H5NO4",
  "method": "ωB97M-V/def2-TZVPD",
  "symbols": ["C", "C", "N", "O", "O", "O", "O", "H", "H", "H", "H", "H"],
  "xyz": [[1.126, 0.374, 0.416], [-1.426, -0.813, -0.379], [1.537, -0.754, -0.423], [-1.485, -0.055, -1.321], [2.732, -0.706, -0.638], [-2.042, -0.588, 0.774], [-0.953, -2.064, -0.313], [1.944, 0.867, 0.883], [0.699, 1.067, -0.374], [0.257, 0.018, 0.930], [-2.380, 0.276, 0.690], [-0.490, -2.227, -1.106]],
  "forces_ev_per_a": [[-1.5, 0.4, -2.6], [-1.5, -0.9, -0.8], [2.2, 0.6, -0.1], [0.8, -0.6, 0.5], [-1.0, -0.6, -0.1], [0.7, -1.1, 0.8], [-0.8, 0.9, 1.1], [0.5, 0.1, 0.8], [0.4, -0.5, 0.8], [0.0, 0.2, 1.2], [-1.0, 1.9, 0.1], [1.1, -0.4, -1.6]],
  "e_above_lowest_ev": 3.909,
  "e_homo_ev": -9.4857,
  "molar_mass_g_mol": 107.1,
  "gap_ha": 0.346,
  "e_tot_ha": -434.850439
}



# 2
{
  "formula": "C53H54N5O2P2S2Se3TeTl",
  "method": "ωB97M-V/def2-TZVPD",
  "symbols": ["Tl", "S", "C", "C", "C", "C", "C", "N", "H", "H", "H", "H", "Se", "Se", "Te", "Se", "C", "C", "P", "C", "C", "C", "C", "C", "C", "C", "C", "C", "C", "C", "C", "P", "C", "C", "C", "C", "C", "C", "C", "C", "C", "C", "C", "C", "H", "H", "H", "H", "H", "H", "H", "H", "H", "H", "H", "H", "H", "H", "H", "H", "H", "H", "H", "H", "H", "H", "H", "H", "C", "C", "C", "N", "C", "S", "N", "C", "O", "C", "C", "C", "C", "C", "C", "H", "H", "H", "H", "H", "H", "H", "H", "H", "H", "H", "H", "H", "H", "C", "N", "N", "C", "O", "C", "C", "C", "C", "C", "C", "C", "C", "C", "H", "H", "H", "H", "H", "H", "H", "H", "H", "H", "H", "H"],
  "xyz": [[0.808, -1.468, 0.514], [3.568, -2.099, 2.417], [4.483, -1.303, 1.130], [5.737, -0.755, 1.398], [6.477, -0.265, 0.339], [5.942, -0.303, -0.942], [4.677, -0.832, -1.105], [3.961, -1.329, -0.096], [6.122, -0.752, 2.408], [7.476, 0.118, 0.505], [6.498, 0.066, -1.793], [4.217, -0.892, -2.085], [3.044, -3.922, 1.169], [2.797, -5.492, 2.762], [0.289, -5.942, 2.757], [-0.713, -3.717, 2.792], [-0.076, -2.580, -3.753], [-1.327, -1.855, -3.260], [-0.870, -0.477, -2.093], [-2.459, 0.442, -2.117], [-2.557, 1.805, -2.391], [-3.779, 2.457, -2.290], [-4.913, 1.764, -1.893], [-4.819, 0.411, -1.595], [-3.603, -0.243, -1.705], [0.180, 0.552, -3.190], [-0.225, 1.033, -4.435], [0.623, 1.837, -5.179], [1.888, 2.156, -4.701], [2.308, 1.668, -3.474], [1.452, 0.874, -2.722], [1.103, -2.990, -2.368], [2.507, -3.675, -3.334], [3.683, -3.926, -2.627], [4.817, -4.406, -3.260], [4.793, -4.649, -4.626], [3.628, -4.415, -5.340], [2.495, -3.928, -4.704], [0.284, -4.523, -1.779], [-0.802, -4.380, -0.913], [-1.530, -5.487, -0.510], [-1.168, -6.751, -0.947], [-0.057, -6.907, -1.763], [0.664, -5.800, -2.186], [-0.352, -3.497, -4.278], [0.475, -1.927, -4.437], [-1.966, -2.546, -2.705], [-1.905, -1.464, -4.099], [-1.679, 2.361, -2.692], [-3.846, 3.514, -2.518], [-5.861, 2.277, -1.802], [-5.693, -0.135, -1.264], [-3.533, -1.293, -1.454], [-1.211, 0.792, -4.817], [0.301, 2.223, -6.139], [2.541, 2.791, -5.287], [3.296, 1.907, -3.097], [1.759, 0.510, -1.751], [3.704, -3.745, -1.561], [5.719, -4.587, -2.688], [5.677, -5.020, -5.130], [3.602, -4.614, -6.405], [1.601, -3.763, -5.290], [-1.080, -3.402, -0.535], [-2.366, -5.358, 0.165], [-1.741, -7.616, -0.640], [0.250, -7.897, -2.077], [1.523, -5.936, -2.829], [-4.649, -1.786, 6.015], [-3.130, -1.704, 5.868], [-2.690, -1.478, 4.431], [-3.148, -0.183, 3.953], [-3.038, 0.203, 2.691], [-2.425, -0.767, 1.484], [-3.514, 1.463, 2.313], [-4.134, 2.514, 2.957], [-4.631, 3.402, 2.291], [-4.179, 2.585, 4.449], [-3.025, 2.587, 5.230], [-3.119, 2.769, 6.601], [-4.359, 2.952, 7.197], [-5.508, 2.969, 6.419], [-5.417, 2.799, 5.048], [-4.927, -1.976, 7.052], [-5.043, -2.595, 5.399], [-5.136, -0.859, 5.704], [-2.680, -2.642, 6.193], [-2.733, -0.907, 6.506], [-3.080, -2.264, 3.780], [-1.603, -1.544, 4.348], [-3.549, 0.436, 4.637], [-3.515, 1.570, 1.306], [-2.057, 2.448, 4.761], [-2.221, 2.771, 7.204], [-4.430, 3.088, 8.268], [-6.477, 3.125, 6.875], [-6.300, 2.821, 4.422], [0.793, 5.683, 0.892], [0.557, 4.413, 0.227], [1.560, 3.456, 0.310], [0.973, 2.186, 0.401], [1.619, 1.137, 0.440], [-0.441, 2.422, 0.390], [-0.645, 3.763, 0.317], [-1.903, 4.551, 0.290], [2.816, 3.721, -0.278], [3.927, 2.963, 0.085], [5.145, 3.204, -0.530], [5.274, 4.198, -1.489], [4.168, 4.956, -1.837], [2.940, 4.718, -1.243], [1.829, 5.978, 0.749], [0.596, 5.614, 1.967], [0.145, 6.442, 0.458], [-1.168, 1.625, 0.407], [-2.741, 3.907, 0.041], [-1.841, 5.351, -0.449], [-2.117, 5.002, 1.260], [3.823, 2.194, 0.835], [6.005, 2.615, -0.247], [6.231, 4.377, -1.962], [4.262, 5.737, -2.580], [2.074, 5.293, -1.542]],
  "forces_ev_per_a": [[0.0, -0.2, 0.5], [-0.2, -0.1, 0.0], [0.2, -0.1, -0.2], [0.0, 0.0, 0.0], [0.0, 0.1, 0.0], [0.1, 0.1, 0.0], [-0.1, -0.1, 0.1], [-0.1, 0.0, 0.0], [0.0, -0.1, 0.0], [0.0, 0.1, 0.0], [0.0, 0.0, 0.0], [0.0, 0.0, 0.0], [0.1, 0.5, -0.6], [0.2, -0.5, 0.7], [-0.1, -0.2, -0.1], [0.1, 0.2, -0.1], [0.1, 0.1, 0.2], [0.2, 0.0, 0.2], [-0.5, 0.3, -0.5], [0.1, 0.0, 0.2], [0.0, 0.0, 0.0], [0.0, 0.0, 0.0], [0.0, 0.0, 0.0], [-0.1, -0.1, 0.0], [0.1, 0.1, -0.1], [0.1, 0.0, 0.2], [0.0, 0.0, 0.0], [0.0, 0.0, -0.1], [0.0, 0.0, 0.0], [0.1, 0.0, 0.0], [-0.1, -0.1, 0.0], [-0.1, -0.5, -0.6], [0.1, 0.1, 0.1], [0.0, 0.0, 0.1], [0.0, 0.0, 0.0], [0.0, 0.0, 0.0], [0.1, 0.0, -0.1], [-0.1, 0.0, 0.0], [0.1, 0.1, 0.1], [0.1, 0.0, -0.1], [-0.1, 0.0, 0.0], [0.0, 0.0, 0.0], [0.0, 0.0, -0.1], [0.0, 0.0, 0.1], [0.0, 0.0, -0.1], [0.0, 0.0, 0.0], [0.0, 0.0, 0.0], [0.0, 0.0, 0.0], [0.0, 0.0, 0.0], [0.0, 0.0, 0.0], [0.0, 0.0, 0.0], [0.0, 0.0, 0.0], [-0.1, 0.0, 0.1], [0.0, 0.0, 0.0], [0.0, 0.0, 0.0], [0.0, 0.0, 0.0], [0.0, 0.0, 0.0], [0.1, 0.0, 0.0], [0.1, 0.1, 0.1], [0.0, 0.0, 0.0], [0.0, 0.0, 0.0], [0.0, 0.0, 0.0], [0.0, 0.0, 0.0], [0.0, 0.0, 0.0], [0.0, 0.0, 0.0], [0.0, 0.0, 0.1], [0.0, 0.0, 0.0], [0.0, 0.0, 0.0], [0.1, 0.0, 0.0], [-0.2, 0.1, -0.1], [0.2, -0.3, 0.1], [0.0, 0.1, 0.0], [-0.2, -0.1, -0.1], [0.1, 0.1, 0.0], [0.1, 0.0, 0.0], [-0.1, 0.1, -0.1], [0.0, -0.1, 0.0], [0.0, 0.2, 0.2], [0.0, 0.0, -0.1], [0.1, 0.0, 0.0], [0.0, 0.0, 0.0], [0.0, 0.0, 0.0], [0.0, -0.1, -0.1], [0.0, 0.0, 0.0], [0.0, 0.0, 0.0], [0.0, 0.0, 0.0], [0.1, 0.0, 0.0], [0.1, 0.0, 0.0], [0.0, 0.1, 0.0], [0.0, 0.1, 0.0], [-0.1, 0.1, 0.0], [0.0, 0.0, 0.0], [0.0, 0.0, 0.0], [0.0, 0.0, 0.0], [0.0, 0.0, 0.0], [0.0, 0.0, 0.0], [0.0, 0.0, 0.0], [0.0, 0.0, 0.3], [0.0, 0.2, -0.5], [0.0, -0.2, 0.5], [0.2, -0.1, 0.1], [0.0, 0.4, 0.0], [-0.2, 0.0, 0.1], [0.1, -0.2, -0.2], [-0.1, 0.0, 0.1], [0.2, 0.0, -0.2], [-0.1, 0.0, 0.1], [0.0, 0.0, 0.0], [0.0, 0.0, 0.0], [0.1, 0.0, 0.0], [-0.1, 0.0, 0.0], [0.0, 0.0, -0.1], [0.0, 0.0, 0.0], [0.0, 0.0, 0.0], [-0.1, 0.0, 0.0], [-0.1, -0.1, 0.0], [0.0, 0.0, 0.0], [0.0, 0.0, 0.0], [0.0, 0.0, 0.0], [0.0, -0.1, 0.0], [0.0, 0.0, 0.0], [0.0, 0.0, 0.0], [0.0, 0.0, 0.0]],
  "e_homo_ev": -5.5327,
  "molar_mass_g_mol": 1488.0,
  "gap_ha": 0.210,
  "e_tot_ha": -11600.285171
}



# 3
{
  "formula": "C5H6HgO2",
  "method": "ωB97M-V/def2-TZVPD",
  "symbols": ["C", "C", "C", "C", "O", "Hg", "H", "H", "H", "H", "C", "O", "H", "H"],
  "xyz": [[-1.646, -0.427, 0.523], [-0.499, -0.126, 0.163], [0.905, 0.305, 0.197], [1.131, 1.451, 1.146], [2.084, 1.535, 1.892], [3.549, 0.067, 2.761], [-2.546, -0.594, 1.092], [1.192, 0.674, -0.805], [1.579, -0.527, 0.440], [0.372, 2.258, 1.130], [-1.716, -0.676, -1.667], [-1.178, -1.735, -2.263], [-1.384, 0.223, -2.226], [-1.841, -2.429, -2.383]],
  "forces_ev_per_a": [[1.6, 0.4, -1.4], [-1.2, -0.3, 0.7], [0.2, -0.2, -0.6], [0.1, 0.3, 0.5], [-2.0, 1.6, -1.4], [1.8, -1.8, 1.1], [0.2, -0.1, -0.6], [0.0, -0.1, 0.3], [-0.2, 0.2, 0.0], [0.0, -0.2, 0.0], [-2.3, 0.2, -0.1], [0.8, -0.1, -0.4], [0.9, 0.0, 1.3], [0.1, 0.0, 0.8]],
  "e_homo_ev": -7.8164,
  "molar_mass_g_mol": 298.7,
  "gap_ha": 0.295,
  "e_tot_ha": -497.772442
}